Record 1
8
Properties=species:S:1:pos:R:3:forces:R:3 method="wB97M-V/def2-TZVPD" e_above_lowest_kj_mol=311.06 lumo_energy_ev=-3.1 orbital_gap_ev=6.339 e_homo_ev=-9.4 mol_weight_g_mol=212.30
C -0.3296 0.1166 -0.7900 -1.2 -1.4 0.6
C 0.7478 0.1610 0.2495 -0.8 1.1 2.3
Cl -1.5257 -1.3575 -0.4215 1.5 1.3 -0.7
Cl -1.3052 1.5542 -0.8600 0.4 0.0 -0.2
Cl -0.9667 -0.1956 2.5575 1.3 0.3 -1.3
Br 2.0437 -1.0336 0.1078 1.1 -1.8 -0.2
H 0.1315 -0.2007 -1.7467 -0.5 0.5 0.4
H 1.2043 0.9557 0.9033 -1.8 -0.1 -1.1


Record 2
9
Properties=species:S:1:pos:R:3:forces:R:3 method="wB97M-V/def2-TZVPD" e_above_lowest_kj_mol=287.01 lumo_energy_ev="-3.5 / -3.5" orbital_gap_ev="4.668 / 4.676" e_homo_ev="-8.2 / -8.2" mol_weight_g_mol=201.48
C -0.7731 0.3433 0.1160 1.6 0.6 0.2
C 0.4684 0.6330 1.0182 0.9 -1.7 1.9
N -0.8671 -0.5711 -0.7208 -0.2 -1.9 -2.3
N -0.9432 -1.5590 -1.4335 1.0 1.3 1.7
S 0.7396 2.3489 1.3521 -0.6 -1.6 -0.9
Cl 1.8527 -0.3220 0.1550 -0.2 0.5 0.3
Br 0.6127 -1.9806 -2.6256 -1.0 0.7 0.3
H -1.3724 1.1757 0.2536 -1.9 1.2 -0.6
H 0.2823 -0.0682 1.8849 0.5 1.1 -0.5